[1]
{"formula": "C5H13NO", "method": "ωB97M-V/def2-TZVPD", "spin_multiplicity": 1, "energy_ha": -328.22634, "orbital_gap_ev": 9.81, "homo_energy_ev": -8.846, "lumo_energy_ev": 1.0, "e_above_lowest_kj_mol": 242.88, "smiles": "C=CC[C@@H](C)N.O", "symbols": ["O", "N", "C", "C", "C", "C", "C", "H", "H", "H", "H", "H", "H", "H", "H", "H", "H", "H", "H", "H"], "positions_angstrom": [[-2.7963, 1.1138, -1.3032], [-0.6399, 0.3774, 1.6848], [0.0888, -0.5335, 0.8014], [1.1027, 0.2008, -0.0664], [0.9343, -1.4919, 1.6965], [0.5382, 0.2506, -2.5122], [0.3698, 0.5882, -1.2440], [1.8621, -1.7836, 1.1598], [-1.6434, 0.3072, 1.7266], [-0.3845, 0.7268, 2.5984], [-0.7002, -0.9972, 0.1237], [-2.7085, 1.4291, -0.3995], [0.4582, -2.4242, 1.9143], [-2.0682, 1.6298, -1.6833], [-0.5037, 1.2882, -1.0717], [1.8897, -0.5449, -0.3973], [1.2595, -1.1978, 2.7176], [1.2854, -0.4122, -2.8238], [1.6690, 0.9945, 0.4963], [-0.0130, 0.4789, -3.4179]], "atomic_forces_ev_per_a": [[0.38, 0.61, 0.02], [-1.65, 1.12, -0.37], [0.43, -0.20, 2.60], [1.79, -1.18, -0.03], [0.83, -1.04, -0.40], [-0.08, -0.23, -0.31], [-2.04, 3.09, -1.93], [-0.48, 0.13, 0.37], [0.01, -0.41, -0.47], [1.09, -0.61, -0.34], [1.23, 0.09, 1.06], [-0.39, -0.22, 0.43], [-0.75, -0.70, -0.08], [-0.44, -0.35, -0.51], [1.34, -0.85, 0.21], [-0.76, 0.79, 0.34], [-0.40, 0.85, -0.80], [1.54, -1.05, 0.10], [-0.90, -0.51, -0.54], [-0.76, 0.68, 0.64]], "mulliken_charge": [-0.642, -0.562, 0.460, -0.506, -1.371, -0.804, -0.029, 0.316, 0.174, 0.159, 0.422, 0.330, 0.340, 0.401, -0.102, 0.346, 0.306, 0.264, 0.233, 0.266]}


[2]
{"formula": "C5H13NO", "method": "ωB97M-V/def2-TZVPD", "spin_multiplicity": 1, "energy_ha": -328.29048, "orbital_gap_ev": 10.70, "homo_energy_ev": -9.877, "lumo_energy_ev": 0.8, "e_above_lowest_kj_mol": 74.48, "smiles": "CC(N)=O.CCC", "symbols": ["O", "N", "C", "C", "C", "C", "C", "H", "H", "H", "H", "H", "H", "H", "H", "H", "H", "H", "H", "H"], "positions_angstrom": [[1.8484, -0.0646, -1.4071], [0.2065, 0.7638, -2.6657], [1.0432, 0.4101, 2.0922], [-0.1822, 0.5036, 1.1584], [0.7849, -0.2553, -1.9726], [0.0070, -1.5373, -1.8917], [-1.6083, 0.3212, 1.9334], [-0.1729, 1.5736, 0.8397], [-0.6919, -1.4529, -1.0576], [1.0181, 1.0713, 2.9294], [0.7468, 1.6226, -2.7080], [0.7273, -2.3519, -1.7299], [-0.6634, -1.6070, -2.7465], [-0.5853, 0.6302, -3.2685], [1.0278, -0.6685, 2.3252], [-2.1625, -0.3865, 1.3021], [-0.0457, -0.2027, 0.3485], [2.0520, 0.4675, 1.6285], [-1.2627, -0.1148, 2.8525], [-2.0870, 1.2778, 2.0378]], "atomic_forces_ev_per_a": [[-0.16, -0.46, -0.03], [0.09, 0.24, -0.10], [0.20, -2.29, -1.24], [-0.49, 2.50, 1.07], [0.47, 0.69, 0.22], [-0.06, 0.28, 0.07], [2.91, -0.76, -1.98], [-0.14, -0.92, -0.73], [0.26, -0.15, 0.25], [-0.22, 0.19, 0.74], [-0.34, -0.32, -0.10], [-0.62, 0.11, -0.27], [0.34, -0.58, -0.30], [0.05, 0.08, 0.04], [0.16, 0.37, 1.09], [-0.33, 0.29, 0.63], [-0.18, 0.31, 0.00], [-0.85, 0.56, -0.29], [-0.76, -0.27, 0.74], [-0.32, 0.14, 0.21]], "mulliken_charge": [-0.609, -0.429, -1.384, 0.619, 0.732, -0.893, -0.989, 0.339, 0.206, 0.382, 0.237, 0.254, 0.407, 0.173, 0.338, 0.298, -0.553, 0.319, 0.312, 0.242]}


[3]
{"formula": "C5H13NO", "method": "ωB97M-V/def2-TZVPD", "spin_multiplicity": 1, "energy_ha": -328.25584, "orbital_gap_ev": 8.23, "homo_energy_ev": -7.446, "lumo_energy_ev": 0.8, "e_above_lowest_kj_mol": 165.42, "smiles": "CC(C)=C(C)N.O", "symbols": ["O", "N", "C", "C", "C", "C", "C", "H", "H", "H", "H", "H", "H", "H", "H", "H", "H", "H", "H", "H"], "positions_angstrom": [[-1.6800, -4.4863, -0.4714], [1.6933, 1.5470, 1.1310], [-0.1572, -0.6764, 1.3824], [1.1950, 1.8795, -1.2671], [-0.1644, 0.3665, 0.2326], [0.9431, 1.1080, 0.0078], [-1.4189, 0.3296, -0.6280], [-1.8873, 1.3189, -0.5255], [2.2193, 2.3847, 0.9477], [1.2391, 1.5513, 2.0266], [-1.4649, -3.7280, -1.0270], [-0.8257, -4.8945, -0.3123], [0.5227, 1.7766, -2.1157], [2.2300, 1.7342, -1.5812], [0.7858, -0.5113, 1.9241], [-1.3375, 0.1387, -1.7033], [1.2294, 2.9458, -1.0428], [-0.9783, -0.6377, 2.0933], [-0.0790, -1.7364, 1.0998], [-2.0645, -0.4102, -0.1709]], "atomic_forces_ev_per_a": [[0.08, 0.18, -0.13], [1.20, -0.51, -0.97], [1.11, 1.00, 0.26], [0.74, 0.76, 0.59], [0.32, -2.14, -0.33], [-2.19, 1.15, 0.78], [0.53, 0.51, 0.14], [-0.21, -0.26, -0.11], [0.09, -0.06, 0.15], [-0.17, 0.01, -0.16], [-0.13, -0.02, 0.05], [0.06, -0.13, 0.09], [-0.06, -0.56, 0.27], [0.01, -0.51, -0.28], [-0.39, -0.15, 0.21], [0.26, -0.14, 0.17], [-0.37, 0.30, 0.16], [-0.23, 0.32, 0.03], [-0.26, 0.35, -0.68], [-0.38, -0.09, -0.23]], "mulliken_charge": [-0.641, -0.577, -1.330, -1.448, 0.580, 0.781, -1.467, 0.312, 0.233, 0.175, 0.315, 0.316, 0.306, 0.384, 0.391, 0.326, 0.364, 0.371, 0.242, 0.366]}


[4]
{"formula": "C5H13NO", "method": "ωB97M-V/def2-TZVPD", "spin_multiplicity": 1, "energy_ha": -328.13784, "orbital_gap_ev": 6.30, "homo_energy_ev": -6.336, "lumo_energy_ev": 0.0, "e_above_lowest_kj_mol": 475.23, "symbols": ["O", "N", "C", "C", "C", "C", "C", "H", "H", "H", "H", "H", "H", "H", "H", "H", "H", "H", "H", "H"], "positions_angstrom": [[0.6138, 1.1378, -0.0277], [-1.8580, 0.8317, -0.5087], [1.2502, -0.4930, -0.7680], [-1.7314, -1.3603, 0.5301], [1.6213, 1.9862, 0.4550], [1.6039, -1.3847, 0.2442], [-2.3303, -0.3629, -0.3688], [-0.6776, 1.1341, -0.2442], [-2.3142, 1.4417, -1.1763], [-2.4977, -2.0363, 0.9040], [2.6491, -1.5094, 0.4963], [0.9285, -1.6320, 1.0477], [2.3788, 2.1863, -0.3241], [-3.2045, -0.6538, -0.9459], [2.0500, -0.2025, -1.4452], [-0.9213, -1.9529, 0.0501], [1.1853, 2.9372, 0.7735], [2.1502, 1.4854, 1.2740], [-1.2364, -0.8786, 1.3747], [0.3403, -0.6739, -1.3407]], "atomic_forces_ev_per_a": [[-1.48, 0.61, -0.60], [0.18, -1.05, -0.21], [0.75, -2.94, 0.42], [0.58, -0.32, 0.41], [-0.34, -0.19, -0.36], [0.22, 1.11, -0.86], [0.53, 1.34, -0.35], [1.08, 0.19, 0.79], [-0.23, -0.16, -0.02], [0.01, -0.09, -0.09], [0.08, 0.20, 0.07], [-0.26, -0.40, -0.15], [-0.24, 0.06, 0.08], [-0.14, 0.11, 0.04], [0.01, 0.31, 0.17], [-0.57, 0.28, -0.05], [0.25, 0.01, 0.21], [-0.07, 0.19, 0.16], [-0.05, 0.11, -0.10], [-0.31, 0.63, 0.43]], "mulliken_charge": [-0.581, -0.289, -0.435, -1.009, -0.786, -0.848, 0.040, 0.481, 0.230, 0.383, 0.278, 0.191, 0.251, 0.391, 0.359, 0.273, 0.305, 0.256, 0.309, 0.198]}


[5]
{"formula": "C5H13NO", "method": "ωB97M-V/def2-TZVPD", "spin_multiplicity": 1, "energy_ha": -328.24959, "orbital_gap_ev": 10.49, "homo_energy_ev": -9.653, "lumo_energy_ev": 0.8, "e_above_lowest_kj_mol": 181.83, "smiles": "CC(N)=O.CCC", "symbols": ["O", "N", "C", "C", "C", "C", "C", "H", "H", "H", "H", "H", "H", "H", "H", "H", "H", "H", "H", "H"], "positions_angstrom": [[1.0372, -1.1788, 0.9415], [0.4973, 0.5252, 2.3946], [-0.9554, 0.2637, -1.4701], [-1.2864, 1.3831, -2.5219], [-1.9029, -0.9363, -1.4301], [1.3371, -0.4207, 1.8520], [2.8175, -0.5704, 2.3682], [0.0303, -0.3164, -1.6377], [3.3854, -1.2980, 1.7034], [-0.7413, 0.6288, -0.3830], [0.4122, 0.7782, 3.3949], [-0.3397, 1.4159, -3.2680], [-1.9251, 0.9858, -3.2430], [3.2560, 0.4928, 2.2042], [-2.0988, -1.4541, -2.3154], [-1.5378, 2.4421, -2.1807], [-1.5995, -1.6995, -0.6985], [-0.3679, 0.5842, 2.0172], [-2.7958, -0.6553, -1.0428], [2.7779, -0.9703, 3.3150]], "atomic_forces_ev_per_a": [[-0.86, 1.08, 0.27], [2.42, 0.23, 2.32], [2.16, -0.98, 1.27], [3.95, 0.24, -0.33], [1.69, 0.02, 1.56], [1.80, -1.95, -0.30], [-0.38, 2.35, -3.65], [-0.98, 1.67, -0.33], [-1.07, 1.02, 0.71], [-0.81, -0.27, -1.92], [1.09, -0.44, -1.02], [-1.65, 0.59, 1.95], [-2.01, -0.34, -0.77], [-0.29, -1.88, 1.01], [0.07, -0.47, -1.82], [0.25, -1.72, -0.33], [0.57, 0.25, -0.23], [-3.11, -0.15, -1.84], [-3.22, 1.06, 0.94], [0.38, -0.29, 2.51]], "mulliken_charge": [-0.536, -0.389, 0.424, -0.978, -1.520, 0.552, -0.940, 0.171, 0.230, -0.192, 0.230, 0.223, 0.335, 0.285, 0.427, 0.293, 0.353, 0.229, 0.445, 0.357]}


[6]
{"formula": "C5H13NO", "method": "ωB97M-V/def2-TZVPD", "spin_multiplicity": 1, "energy_ha": -328.23720, "orbital_gap_ev": 8.19, "homo_energy_ev": -7.512, "lumo_energy_ev": 0.7, "e_above_lowest_kj_mol": 214.36, "smiles": "CC(C)=C(C)N.O", "symbols": ["O", "N", "C", "C", "C", "C", "C", "H", "H", "H", "H", "H", "H", "H", "H", "H", "H", "H", "H", "H"], "positions_angstrom": [[5.7294, 0.3198, 0.4847], [-1.1954, 1.7940, 0.0798], [-2.3327, 0.3761, -1.5767], [-1.5128, 0.5009, -0.3667], [-1.4662, -1.9356, -0.0485], [0.2737, -0.4070, 1.1482], [-0.9441, -0.5359, 0.3178], [-1.7577, 0.1025, -2.4444], [-0.6113, -2.6980, -0.0536], [0.6789, 0.6201, 0.9415], [-3.0169, 1.2559, -1.7494], [-0.9899, 2.3744, -0.7199], [0.9427, -1.2267, 0.6558], [-1.6291, -1.9574, -1.1391], [-2.4295, -2.2227, 0.5971], [-0.5329, 1.7439, 0.8660], [5.5823, -0.1567, -0.3241], [5.2078, -0.0636, 1.2036], [-3.0154, -0.4549, -1.3177], [-0.0046, -0.4248, 2.2031]], "atomic_forces_ev_per_a": [[0.23, 0.59, 0.80], [-0.32, -0.29, -0.14], [-2.56, 0.03, 0.68], [2.22, -0.26, 2.19], [0.44, -0.66, 0.32], [0.38, 0.16, -1.30], [-2.15, -0.41, -2.31], [0.17, 0.05, -0.45], [-1.28, 0.69, 1.00], [0.37, -1.21, 0.28], [1.00, -0.71, 0.02], [0.44, 0.59, 0.46], [-0.55, 1.41, 1.90], [-0.82, -0.02, 0.53], [2.24, 0.17, -1.58], [-0.48, 0.81, -1.05], [-0.33, -0.49, -0.22], [0.09, -0.10, -0.58], [0.08, 0.34, -0.76], [0.83, -0.70, 0.20]], "mulliken_charge": [-0.639, -0.567, -1.363, 0.795, -1.285, -1.194, 0.419, 0.304, 0.318, 0.264, 0.357, 0.186, 0.328, 0.377, 0.214, 0.220, 0.317, 0.321, 0.362, 0.264]}